1.
A molecular structure, C19H23AsNO4RuS, computed with the ωB97M-V functional and the def2-TZVPD basis.

E_tot, a.u.: -3822.339958
Relative energy (zero: lowest compared OMol25 entry of this formula, charge and spin), eV: 3.0796

Geometry as ORCA input:
```
! RIJCOSX wB97M-V def2-TZVPD def2/J DEFGRID3
* xyz 0 2
Ru -0.351 0.069 -0.167
O 0.458 2.227 -1.131
C -0.685 1.935 -1.534
O -1.698 1.815 -0.790
C -0.871 1.652 -3.009
C -1.430 2.560 -3.889
C -1.565 2.234 -5.231
C -1.126 1.004 -5.698
C -0.585 0.083 -4.824
C -0.462 0.393 -3.468
S 0.192 -0.812 -2.383
H -1.768 3.516 -3.521
H -2.016 2.939 -5.912
H -1.209 0.759 -6.748
H -0.250 -0.881 -5.173
O -0.897 -4.011 1.271
C -0.950 -2.837 0.957
O 0.030 -2.060 0.764
C -2.335 -2.183 0.798
C -3.483 -2.941 0.978
C -4.715 -2.330 0.837
C -4.751 -0.976 0.534
C -3.557 -0.290 0.373
N -2.377 -0.886 0.500
H -3.371 -3.985 1.220
H -5.627 -2.895 0.947
H -5.691 -0.459 0.424
H -3.535 0.766 0.131
C 0.463 -0.625 3.536
C 1.561 0.361 3.157
As 1.710 0.521 1.179
C 3.181 -0.699 0.632
C 3.138 -2.092 1.249
C 2.657 2.266 1.075
C 3.790 2.447 2.081
H 0.318 -0.656 4.614
H 0.695 -1.630 3.187
H -0.477 -0.317 3.062
H 2.523 0.088 3.599
H 1.288 1.361 3.518
H 4.138 -0.210 0.848
H 3.097 -0.780 -0.459
H 3.225 -2.042 2.334
H 3.956 -2.701 0.865
H 2.199 -2.585 1.003
H 1.900 3.044 1.204
H 3.024 2.360 0.051
H 3.401 2.589 3.087
H 4.390 3.318 1.821
H 4.448 1.577 2.098
*
```

Löwdin population analysis, charges in e, atoms 1 to 8: 0.943 -0.056 -0.762 -0.069 -0.175 -0.028 -0.088 -0.091

2.
7 unconnected molecules or ions with the total composition C19H23BF6N2O22, computed with the ωB97M-V functional and the def2-TZVPD basis.

E_tot, a.u.: -3126.749576
SMILES: O=C1OC[C@@H](F)O1.O=C1OC[C@@H](F)O1.O=C1OC[C@@H](F)O1.O=C1OC[C@@H](F)O1.O=C1OC[C@@H](F)O1.O=C1OC[C@@H](F)O1.NB(O)OC(=O)NO

Geometry as ORCA input:
```
! RIJCOSX wB97M-V def2-TZVPD def2/J DEFGRID3
* xyz 0 1
O 0.583 5.401 5.435
C 0.045 4.954 4.466
O 0.262 3.698 3.983
C -0.658 3.510 2.913
C -0.954 4.914 2.494
F -2.221 5.027 2.028
O -0.854 5.639 3.705
H -1.543 2.984 3.283
H -0.212 2.921 2.110
H -0.253 5.323 1.762
O -0.610 0.350 -4.240
C -1.781 0.137 -4.397
O -2.685 1.083 -4.765
C -3.920 0.410 -4.972
C -3.753 -0.822 -4.141
F -4.418 -1.868 -4.683
O -2.364 -1.078 -4.223
H -4.038 0.188 -6.036
H -4.761 1.022 -4.646
H -4.044 -0.701 -3.093
O 0.496 5.906 -6.629
C 1.014 4.863 -6.361
O 1.068 4.336 -5.106
C 1.641 3.040 -5.232
C 2.405 3.152 -6.513
F 2.442 1.964 -7.164
O 1.631 4.058 -7.272
H 0.842 2.294 -5.281
H 2.284 2.810 -4.382
H 3.421 3.542 -6.398
O -2.026 -1.038 4.779
C -1.094 -0.473 5.272
O -1.202 0.472 6.247
C 0.122 0.795 6.652
C 0.924 0.406 5.453
F 2.158 -0.023 5.811
O 0.204 -0.690 4.923
H 0.383 0.214 7.541
H 0.214 1.856 6.888
H 1.010 1.189 4.695
O 4.603 -1.822 0.339
C 4.392 -2.923 -0.077
O 5.229 -3.982 0.099
C 4.560 -5.123 -0.424
C 3.596 -4.513 -1.392
F 2.462 -5.245 -1.478
O 3.286 -3.269 -0.796
H 4.059 -5.655 0.390
H 5.262 -5.803 -0.907
H 4.007 -4.348 -2.393
O -5.891 -5.694 2.523
C -4.959 -5.130 3.014
O -5.065 -4.184 3.989
C -3.739 -3.863 4.391
C -2.937 -4.254 3.191
F -1.702 -4.684 3.547
O -3.660 -5.348 2.663
H -3.478 -4.445 5.280
H -3.646 -2.803 4.626
H -2.851 -3.470 2.433
N 3.356 0.161 -0.450
B 2.440 0.966 -1.320
O 2.617 0.938 -2.772
O 1.389 1.838 -0.823
C 0.235 1.125 -0.436
O -0.155 1.252 0.755
N -0.588 0.287 -1.316
O -0.212 -1.044 -1.293
H 2.858 0.042 0.453
H 3.417 -0.768 -0.883
H 1.752 0.601 -3.095
H -0.653 0.656 -2.278
H 0.260 -1.264 -0.463
*
```

Löwdin population analysis, charges in e, atoms 1 to 8: 0.169 -0.535 0.055 -0.068 -0.316 0.079 0.143 0.153

3.
C19H23ClN2O2 in the gas phase, computed with the ωB97M-V functional and the def2-TZVPD basis.

E_tot, a.u.: -1457.924785
Relative energy (zero: lowest compared OMol25 entry of this formula, charge and spin), eV: 2.5547
SMILES: CCCCC1=NC2(CCCC2)C(=O)N1CC(=O)c1ccc(Cl)cc1

Geometry as ORCA input:
```
! RIJCOSX wB97M-V def2-TZVPD def2/J DEFGRID3
* xyz 0 1
C -2.088 1.158 4.810
C -0.827 1.199 3.787
C -1.098 1.815 2.476
C -1.837 0.896 1.446
C -1.155 1.054 0.107
N -1.968 1.418 -0.833
C -1.157 1.487 -2.013
C -1.241 2.979 -2.453
C -1.022 3.013 -3.925
C -1.483 1.634 -4.398
C -1.760 0.719 -3.223
C 0.215 1.008 -1.602
O 1.252 0.970 -2.263
N 0.146 0.664 -0.288
C 1.061 -0.257 0.262
C 0.929 -1.784 -0.169
O -0.160 -2.187 -0.401
C 2.109 -2.731 0.013
C 1.955 -4.126 -0.363
C 2.966 -5.087 -0.046
C 3.981 -4.765 0.791
Cl 4.982 -6.028 1.437
C 4.089 -3.441 1.260
C 3.277 -2.447 0.687
H -1.885 0.742 5.749
H -2.440 2.194 5.051
H -2.885 0.513 4.291
H -0.544 0.150 3.788
H 0.006 1.693 4.297
H -1.786 2.723 2.556
H -0.135 2.210 2.076
H -1.802 -0.157 1.527
H -2.907 1.161 1.455
H -0.633 3.522 -1.780
H -2.299 3.328 -2.238
H 0.023 3.206 -4.346
H -1.658 3.811 -4.394
H -2.443 1.879 -4.844
H -0.823 1.164 -5.117
H -1.304 -0.275 -3.260
H -2.781 0.560 -3.207
H 2.065 0.089 0.044
H 1.058 -0.273 1.343
H 0.972 -4.493 -0.852
H 2.892 -6.197 -0.273
H 4.815 -3.279 1.993
H 3.328 -1.429 1.043
*
```

Löwdin population analysis, charges in e, atoms 1 to 8: -0.086 -0.273 -0.222 -0.100 -0.259 0.171 -0.380 -0.117

4.
A molecular structure, C19H23CrN5, computed with the ωB97M-V functional and the def2-TZVPD basis.

E_tot, a.u.: -2055.145746
Relative energy (zero: lowest compared OMol25 entry of this formula, charge and spin), eV: 0.1984

Geometry as ORCA input:
```
! RIJCOSX wB97M-V def2-TZVPD def2/J DEFGRID3
* xyz 3 4
Cr 11.444 6.091 6.110
C 12.580 8.894 5.353
C 13.800 8.607 6.258
C 14.303 7.150 6.086
C 15.623 6.934 6.472
C 16.224 5.730 6.141
C 15.486 4.785 5.417
C 14.137 4.992 5.213
N 13.511 6.133 5.615
N 11.293 8.348 5.869
C 10.932 8.881 7.201
C 11.346 7.880 8.342
C 11.432 8.330 9.670
C 11.766 7.441 10.694
C 11.968 6.104 10.372
C 11.921 5.695 9.050
N 11.628 6.566 8.038
C 10.184 8.465 4.894
C 9.052 7.490 5.301
C 7.762 7.766 4.856
C 6.763 6.799 5.010
C 7.009 5.700 5.821
C 8.291 5.528 6.301
N 9.330 6.339 5.990
H 12.709 8.434 4.361
H 12.490 9.970 5.189
H 13.541 8.762 7.373
H 14.656 9.297 6.057
H 16.101 7.778 6.940
H 17.227 5.461 6.483
H 15.938 3.901 4.979
H 13.498 4.235 4.791
H 9.845 9.027 7.162
H 11.425 9.886 7.379
H 11.307 9.375 9.916
H 11.794 7.757 11.726
H 12.217 5.363 11.128
H 12.173 4.691 8.788
H 10.608 8.189 3.894
H 9.784 9.503 4.839
H 7.534 8.630 4.250
H 5.787 6.999 4.580
H 6.211 4.991 6.103
H 8.574 4.622 6.839
N 11.116 4.745 4.444
H 10.129 4.842 4.146
H 11.248 3.740 4.633
H 11.654 4.898 3.608
*
```

Löwdin population analysis, charges in e, atoms 1 to 8: 1.049 -0.133 -0.065 -0.224 0.025 0.036 0.005 -0.093

5.
A molecular structure, C19H23CuNOP, computed with the ωB97M-V functional and the def2-TZVPD basis.

E_tot, a.u.: -2849.589111
Relative energy (zero: lowest compared OMol25 entry of this formula, charge and spin), eV: 0.0000

Geometry as ORCA input:
```
! RIJCOSX wB97M-V def2-TZVPD def2/J DEFGRID3
* xyz -1 2
C -1.147 1.572 -3.104
Cu 0.054 0.057 -2.608
N 0.901 -1.564 -3.404
H -2.698 1.264 -5.796
H 1.915 -1.622 -3.524
H -2.739 1.722 -6.377
H -0.990 1.816 -4.181
H -0.827 2.352 -2.403
H -2.160 1.211 -2.857
H 0.614 -2.341 -2.803
H 0.496 -1.689 -4.336
O -0.105 -1.121 -1.057
P 0.077 -0.470 0.326
C 1.580 0.532 0.369
C 1.900 1.248 1.540
C 3.000 2.114 1.559
C 3.787 2.273 0.412
C 3.481 1.548 -0.747
C 2.392 0.672 -0.766
C -1.305 0.632 0.714
C -2.551 0.058 1.020
C -3.625 0.872 1.389
C -3.479 2.266 1.425
C -2.265 2.840 1.038
C -1.189 2.033 0.657
C 0.207 -1.865 1.468
C -0.723 -2.902 1.276
C -0.657 -4.057 2.055
C 0.340 -4.181 3.037
C 1.317 -3.182 3.179
C 1.270 -2.034 2.380
H 1.288 1.139 2.436
H 3.241 2.671 2.468
H 4.633 2.966 0.423
H 4.101 1.677 -1.637
H 2.169 0.110 -1.679
H -2.690 -1.020 0.978
H -4.586 0.427 1.646
H -4.311 2.905 1.725
H -2.147 3.922 1.024
H -0.262 2.485 0.312
H -1.492 -2.824 0.508
H -1.367 -4.871 1.888
H 0.372 -5.067 3.675
H 2.134 -3.302 3.894
H 2.046 -1.273 2.455
*
```

Löwdin population analysis, charges in e, atoms 1 to 8: -0.262 0.169 -0.002 0.007 0.047 0.013 -0.094 -0.079

6.
C19H23F3N4O in the gas phase, computed with the ωB97M-V functional and the def2-TZVPD basis.

E_tot, a.u.: -1331.685891
Relative energy (zero: lowest compared OMol25 entry of this formula, charge and spin), eV: 1.0653
SMILES: C[C@@H]1CNCCN1c1cc(=O)n(C)c(CCc2ccccc2C(F)(F)F)n1

Geometry as ORCA input:
```
! RIJCOSX wB97M-V def2-TZVPD def2/J DEFGRID3
* xyz 0 1
C -2.729 2.006 2.683
C -2.058 2.786 1.514
C -3.182 3.559 0.746
N -2.676 4.008 -0.571
C -2.196 2.916 -1.453
C -1.999 1.599 -0.663
N -1.340 1.834 0.631
C -0.014 1.440 0.863
C 0.711 1.874 1.963
C 2.075 1.442 2.108
O 2.674 1.863 3.081
N 2.656 0.629 1.161
C 4.096 0.348 1.269
C 1.838 0.203 0.053
C 2.366 -0.683 -1.037
C 2.393 -2.200 -0.650
C 0.992 -2.815 -0.825
C 0.006 -2.520 0.153
C -1.280 -3.023 0.068
C -1.598 -3.878 -1.013
C -0.665 -4.224 -1.946
C 0.636 -3.664 -1.912
C 1.589 -4.082 -3.034
F 1.059 -4.982 -3.942
F 1.980 -2.977 -3.718
F 2.692 -4.720 -2.492
N 0.618 0.625 -0.070
H -3.422 2.715 3.186
H -2.016 1.668 3.390
H -3.228 1.094 2.302
H -1.394 3.578 1.905
H -4.055 2.942 0.615
H -3.485 4.383 1.317
H -1.985 4.776 -0.468
H -2.883 2.783 -2.267
H -1.219 3.213 -1.828
H -2.933 1.106 -0.507
H -1.418 0.868 -1.266
H 0.326 2.438 2.769
H 4.246 -0.721 1.084
H 4.506 0.571 2.293
H 4.635 0.965 0.540
H 1.800 -0.517 -1.952
H 3.381 -0.342 -1.279
H 2.680 -2.344 0.405
H 3.116 -2.741 -1.279
H 0.253 -1.868 0.977
H -1.977 -2.751 0.871
H -2.573 -4.288 -1.034
H -0.997 -4.894 -2.743
*
```

Löwdin population analysis, charges in e, atoms 1 to 8: -0.043 -0.309 -0.174 -0.067 -0.177 -0.145 -0.032 -0.226

7.
A molecular structure, C19H23IrN7O2S2, computed with the ωB97M-V functional and the def2-TZVPD basis.

E_tot, a.u.: -2171.828300
Relative energy (zero: lowest compared OMol25 entry of this formula, charge and spin), eV: 0.0000

Geometry as ORCA input:
```
! RIJCOSX wB97M-V def2-TZVPD def2/J DEFGRID3
* xyz 2 2
Ir 1.168 -0.312 0.930
N 0.417 1.278 2.153
C 1.005 1.183 3.524
C 1.315 -0.264 3.852
N 2.040 -0.934 2.728
C 3.518 -0.696 2.663
C 3.850 0.585 1.908
N 3.066 0.618 0.633
H -0.602 1.243 2.205
H 0.608 2.203 1.775
H 1.900 1.800 3.553
H 0.320 1.587 4.269
H 1.889 -0.330 4.778
H 0.389 -0.822 3.994
H 1.917 -1.936 2.861
H 3.942 -0.678 3.668
H 3.947 -1.552 2.139
H 3.592 1.471 2.481
H 4.919 0.634 1.703
H 3.079 1.561 0.250
H 3.527 0.028 -0.058
S -0.537 -1.894 1.192
C -0.821 -2.344 -0.500
C -2.041 -2.493 -1.116
C -2.053 -2.832 -2.476
C -3.312 -2.965 -3.152
N -4.322 -3.060 -3.688
C -0.854 -3.040 -3.161
C 0.380 -2.918 -2.503
C 0.372 -2.555 -1.179
S 1.793 -2.315 -0.131
C -0.859 -3.361 -4.560
N -0.831 -3.579 -5.686
H -2.976 -2.355 -0.589
H 1.298 -3.112 -3.040
O -2.539 2.109 1.560
C -2.807 2.981 0.454
N -3.579 2.387 -0.599
C -3.118 1.697 -1.686
O -3.837 1.272 -2.557
C -1.640 1.412 -1.781
C -0.988 1.500 -3.007
C 0.336 1.099 -3.084
C 0.956 0.591 -1.957
N 0.320 0.484 -0.780
C -0.957 0.890 -0.706
H -3.339 2.029 2.094
H -1.833 3.284 0.076
H -3.331 3.869 0.803
H -4.581 2.522 -0.607
H -1.520 1.861 -3.878
H 0.886 1.157 -4.013
H 1.974 0.229 -1.998
H -1.448 0.782 0.248
*
```

Löwdin population analysis, charges in e, atoms 1 to 8: 0.913 -0.064 -0.171 -0.157 -0.223 -0.147 -0.170 -0.083

8.
A molecular structure, C19H23MnN5O2Se, computed with the ωB97M-V functional and the def2-TZVPD basis.

E_tot, a.u.: -4712.740305
Relative energy (zero: lowest compared OMol25 entry of this formula, charge and spin), eV: 3.1531

Geometry as ORCA input:
```
! RIJCOSX wB97M-V def2-TZVPD def2/J DEFGRID3
* xyz 4 4
N -0.259 -2.184 -0.524
C -0.216 -3.351 -0.392
C 0.248 -4.695 -0.292
H 0.637 -4.970 -1.288
H -0.593 -5.356 -0.033
H 1.043 -4.759 0.474
N -2.524 0.585 1.671
C -3.137 0.946 2.591
C -3.744 1.452 3.769
H -4.491 0.724 4.120
H -4.243 2.404 3.533
H -2.965 1.599 4.530
N -0.466 0.684 -1.970
C -0.562 1.522 -2.785
C -0.331 2.516 -3.784
H 0.085 3.431 -3.317
H -1.289 2.735 -4.283
H 0.378 2.060 -4.497
Mn -1.990 -0.303 -0.154
C -0.680 1.174 0.184
O -0.384 2.235 0.579
C -0.561 -0.835 1.142
O -0.277 -1.124 2.245
C -3.075 -2.093 -0.460
C -2.556 -1.878 -1.738
C -2.644 -0.640 -2.318
C -3.270 0.424 -1.652
C -3.922 0.207 -0.420
C -3.794 -1.083 0.200
H -2.959 -3.067 0.031
H -2.026 -2.679 -2.280
H -2.211 -0.505 -3.320
H -3.309 1.416 -2.103
H -4.370 1.051 0.088
H -4.158 -1.278 1.204
C 5.056 0.032 -1.438
N 4.638 0.580 -0.170
C 5.497 1.235 0.685
C 4.778 1.602 1.782
N 3.483 1.170 1.579
C 2.430 1.374 2.562
C 3.374 0.508 0.371
Se 1.904 -0.297 -0.370
H 5.495 0.824 -2.063
H 4.163 -0.350 -1.926
H 5.755 -0.801 -1.278
H 6.534 1.379 0.453
H 5.050 2.119 2.677
H 2.658 0.821 3.497
H 2.302 2.458 2.753
H 1.499 0.981 2.137
*
```

Löwdin population analysis, charges in e, atoms 1 to 8: 0.048 -0.142 0.025 0.136 0.122 0.137 0.138 -0.061